# C11H13N3

One molecule with the formula C11H13N3 in a non-equilibrium geometry (ωB97M-V/def2-TZVPD, the OMol25 dataset).

Positions of all 27 atoms, in Å:
C: -2.303 -0.520 1.528
C: -2.437 0.838 1.552
C: -1.179 -0.959 0.910
C: -1.419 1.647 1.184
C: -0.170 -0.241 0.354
C: -0.281 1.167 0.551
C: 2.085 -2.766 -0.631
C: 1.867 -1.556 0.232
C: 0.430 -1.689 -1.487
C: -0.443 -1.355 -2.486
C: 0.762 3.270 -0.209
N: 1.236 -2.868 -1.557
N: 0.767 -0.976 -0.400
N: 0.845 1.927 0.293
H: -2.963 -1.206 2.034
H: -3.454 1.153 1.968
H: -0.783 -1.953 0.877
H: -1.748 2.700 1.217
H: 2.815 -3.601 -0.340
H: 1.589 -1.977 1.255
H: 2.792 -0.925 0.263
H: -1.054 -0.463 -2.393
H: -0.543 -1.930 -3.317
H: 1.467 1.413 -0.360
H: 0.564 3.349 -1.312
H: -0.036 3.672 0.287
H: 1.593 3.848 -0.015

## Properties
Kohn-Sham gap (spin up / spin down) ... 5.50 / 6.73 eV
Net charge ... 0
E_HOMO (spin up / spin down) ... -4.71 / -8.31 eV
Multiplicity ... 3

Atom charges from the Löwdin analysis, given in e for atoms 1 to 4: atom 1 (C): -0.0891, atom 2 (C): -0.1180, atom 3 (C): -0.0446, atom 4 (C): -0.0417